Molecular formula: C28H31CoN6O4
Method: DFT, ωB97M-V/def2-TZVPD

Summary:
E_HOMO (alpha / beta) (eV): -1.95 / -4.15
Spin multiplicity: 4
Net charge: -1
Calculated total energy (hartree): -3097.86594
E_LUMO (alpha / beta) (eV): 2.68 / 2.64

Geometry (Å):
Co1 0.116 0.465 -0.447
C1 2.269 -2.760 -0.055
C2 0.983 -2.453 0.726
C3 -0.283 -2.477 -0.139
N1 -0.750 -1.207 -0.602
C4 -1.987 -1.190 -1.183
C5 -2.668 -2.331 -1.533
C6 -4.015 -2.520 -1.973
C7 -5.042 -1.584 -2.006
C8 -4.956 -0.231 -1.759
C9 -3.777 0.570 -1.540
C10 -2.469 0.209 -1.389
N2 -1.413 1.090 -1.307
C11 -1.628 2.523 -1.364
C12 -1.391 3.124 0.026
C13 0.116 3.309 0.262
N3 0.860 2.271 -0.426
C14 1.926 2.507 -1.147
C15 2.429 3.808 -1.435
C16 3.634 4.217 -1.973
C17 4.767 3.493 -2.315
C18 4.880 2.108 -2.264
C19 3.926 1.146 -2.016
C20 2.535 1.261 -1.714
N4 1.699 0.271 -1.787
C21 2.182 -1.072 -2.047
C22 2.967 -1.648 -0.840
H1 2.031 -3.588 -0.731
H2 2.981 -3.155 0.677
H3 1.972 -1.356 2.234
H4 -0.017 -3.598 1.968
H5 -1.089 -2.935 0.463
H6 -0.104 -3.179 -0.967
H7 -2.104 -3.253 -1.451
H8 -4.285 -3.540 -2.224
H9 -6.031 -1.966 -2.246
H10 -5.887 0.325 -1.803
H11 -3.985 1.632 -1.518
H12 -2.620 2.774 -1.728
H13 -0.913 2.956 -2.072
H14 -1.798 2.418 0.755
H15 -1.903 4.082 0.153
H16 0.343 3.252 1.332
H17 0.397 4.305 -0.072
H18 1.769 4.624 -1.188
H19 3.720 5.293 -2.100
H20 5.639 4.054 -2.632
H21 5.867 1.713 -2.491
H22 4.288 0.131 -2.090
H23 2.805 -1.094 -2.947
H24 1.305 -1.687 -2.254
H25 3.192 -0.825 -0.164
H26 3.920 -2.057 -1.187
C23 -3.131 0.726 3.372
C24 -1.933 -0.146 3.239
N5 -1.097 -0.144 2.225
C25 -0.115 -1.047 2.521
C26 -0.372 -1.609 3.753
N6 -1.530 -1.002 4.195
C27 0.283 -2.563 4.655
O1 1.286 -3.295 4.173
O2 -0.087 -2.699 5.798
C28 1.088 -1.181 1.596
O3 0.890 -3.581 1.639
O4 1.286 -0.026 0.884
H27 -3.571 0.902 2.392
H28 -2.846 1.690 3.796
H29 -3.879 0.272 4.023
H30 -1.953 -1.215 5.083
H31 1.276 -3.304 3.191

Löwdin atomic charge list, values in e, 4 entries: number 1, Co, carries 0.731; number 2, C, carries -0.112; number 3, C, carries -0.393; number 4, C, carries -0.165